# 1
9 unconnected molecules or ions with the total composition C14H46O9 in a non-equilibrium geometry, computed with ωB97M-V/def2-TZVPD.

As for the electronic energy: -33688.4790 eV. Its charge is 0. The SMILES is CCO.CCO.CCO.CCO.CCO.CO.CO.CO.CO. The HOMO energy is -0.3475 Ha. The molar mass is 358.51 g mol⁻¹. The relative energy (zero: lowest compared OMol25 entry of this formula, charge and spin) comes out at 2.301 eV.

Geometry as XYZ:
```
69
Properties=species:S:1:pos:R:3:forces:R:3:lowdin_charge:R:1
C 5.677498 19.996467 -5.949169 -0.27 0.93 0.33 -0.1277
O 5.378768 21.213653 -6.655940 -0.13 -0.32 -0.41 -0.1404
H 5.438782 20.135654 -4.893389 0.24 -0.14 0.08 0.0790
H 5.064405 19.167314 -6.299437 0.16 -0.01 -0.32 0.0710
H 6.744219 19.831346 -6.076349 -0.04 -0.40 0.07 0.0788
H 4.942755 21.846700 -6.081525 -0.13 -0.07 0.03 0.0649
C 5.629239 19.823657 -11.604547 -0.07 0.29 0.19 -0.1296
O 5.479918 18.613416 -10.880290 0.08 0.13 0.01 -0.1395
H 6.417123 19.720854 -12.348846 -0.10 -0.24 -0.06 0.0852
H 4.684788 20.111655 -12.073756 0.06 0.00 -0.18 0.0575
H 5.926981 20.646767 -10.947464 0.00 -0.03 0.07 0.0838
H 4.882386 18.818734 -10.140575 0.06 -0.05 0.12 0.0496
C -0.989477 20.876007 -11.772637 0.47 0.72 0.90 -0.1650
O -1.328741 19.596009 -12.242788 0.14 -0.24 -0.55 -0.1128
H -1.871709 21.505802 -11.633105 -0.03 -0.04 -0.10 0.0783
H -0.446097 20.859082 -10.819890 -0.23 -0.25 0.14 0.0573
H -0.275135 21.401951 -12.409839 -0.26 -0.32 -0.54 0.0794
H -1.383230 18.966685 -11.522685 -0.02 0.12 0.15 0.0698
C 3.901350 23.499322 -12.602910 -0.38 -0.39 0.20 -0.1564
O 3.008768 22.453211 -12.233360 0.19 0.01 -0.37 -0.1527
H 4.938371 23.212280 -12.406050 0.05 0.22 0.24 0.0691
H 3.850590 23.780304 -13.658769 -0.26 -0.05 -0.02 0.0757
H 3.570882 24.341493 -11.997168 0.47 0.20 -0.06 0.0736
H 3.041420 21.740868 -12.892937 -0.23 0.03 0.20 0.0204
C 1.730808 18.716770 -9.544108 1.05 -0.24 -0.43 -0.0724
C 2.513724 20.010029 -9.343522 -0.08 -0.40 -0.57 -0.2710
O 3.800576 19.675015 -8.833788 0.12 -0.21 0.69 -0.0974
H 2.282548 18.132440 -10.287972 -0.15 -0.10 -0.05 0.0557
H 0.724739 18.861029 -9.932973 -0.06 0.15 0.20 0.0562
H 1.753830 18.107623 -8.639765 -0.32 0.19 0.13 0.0804
H 1.951899 20.657700 -8.665717 0.28 0.29 -0.07 0.0986
H 2.755148 20.477804 -10.303718 -0.92 0.40 0.01 0.1034
H 4.179604 20.459467 -8.413851 0.17 -0.04 0.17 0.0738
C -0.093368 21.264926 -6.260862 -0.52 -0.02 0.87 -0.0885
C -0.874954 20.376572 -7.203546 0.71 -0.14 0.02 -0.3266
O -2.200981 20.189331 -6.722994 0.11 0.23 -0.12 -0.0656
H -0.694499 22.144634 -6.017673 0.04 0.06 -0.12 0.0778
H 0.871783 21.602751 -6.630410 0.02 -0.19 -0.20 0.0492
H 0.056214 20.739270 -5.314936 0.11 0.03 -0.01 0.0807
H -0.394950 19.393894 -7.243585 0.18 0.08 -0.25 0.1069
H -0.831556 20.833993 -8.199458 -0.40 -0.18 -0.11 0.0965
H -2.453160 19.293391 -6.955203 -0.20 0.03 0.02 0.0786
C 2.541417 17.797463 -14.252013 0.07 0.10 -0.65 -0.0721
C 1.886093 18.968525 -13.562735 -0.11 -0.56 0.88 -0.2936
O 2.590022 20.179060 -13.823603 -0.12 0.29 -0.21 -0.0947
H 3.632265 17.777948 -14.183483 -0.01 0.13 0.47 0.0777
H 2.335523 17.903655 -15.321748 -0.13 -0.39 0.00 0.0806
H 2.181929 16.843291 -13.871401 -0.12 0.00 -0.15 0.0799
H 1.818912 18.811829 -12.479931 0.45 0.10 0.04 0.0926
H 0.830351 19.030947 -13.837191 0.14 0.39 -0.45 0.1068
H 3.373980 19.968841 -14.338668 -0.05 -0.11 -0.05 0.0857
C 0.706381 24.102900 -7.953722 -0.01 0.66 -0.04 -0.0914
C 1.715122 24.464448 -6.860589 -0.04 -0.90 -0.41 -0.2798
O 2.915831 23.655219 -7.030486 -0.55 0.72 0.20 -0.1044
H 0.888094 23.075469 -8.254654 -0.01 0.00 -0.20 0.0487
H 0.802499 24.783355 -8.801951 0.05 -0.27 -0.18 0.0717
H -0.327463 24.174092 -7.611156 0.05 0.05 0.09 0.0728
H 1.239210 24.229819 -5.909491 0.56 0.00 0.25 0.1026
H 2.027934 25.507001 -6.893019 -0.32 0.13 0.18 0.1076
H 3.367503 24.122623 -7.742407 0.32 -0.41 0.02 0.0802
C 3.985865 14.071359 -11.144105 0.05 0.08 -0.02 -0.0908
C 4.647006 15.363738 -10.691589 -0.36 -0.27 0.39 -0.3532
O 5.320776 15.956148 -11.767043 0.37 0.12 -0.24 -0.0910
H 4.722722 13.415292 -11.609401 0.04 0.07 -0.06 0.0731
H 3.191922 14.264597 -11.866403 0.02 0.00 -0.02 0.0657
H 3.565226 13.525751 -10.297844 -0.06 0.11 0.04 0.0694
H 5.324880 15.126325 -9.858837 0.08 0.11 -0.07 0.1102
H 3.898119 16.069611 -10.303871 -0.07 -0.16 0.09 0.0982
H 5.590978 16.845836 -11.477649 -0.15 -0.06 -0.18 0.0423
```
Positions in Å, forces in eV/Å.

---

# 2
A molecular structure, C14H4Cl5F7N3O9PdS2 in a non-equilibrium geometry, computed with ωB97M-V/def2-TZVPD.

As for the electronic energy: -144266.5056 eV. Its charge is -1. The HOMO energy (alpha / beta) is -0.2295 / -0.2316 Ha. The molar mass is 839.00 g mol⁻¹. The relative energy (zero: lowest compared OMol25 entry of this formula, charge and spin) comes out at 2.306 eV.

Geometry as XYZ:
```
45
Properties=species:S:1:pos:R:3:forces:R:3:lowdin_charge:R:1
Pd -0.685758 0.901135 -0.262691 -1.83 -0.60 -3.77 1.0164
Cl -1.216106 0.496169 -7.452151 0.01 0.01 0.10 0.6585
C -1.227550 0.954408 -5.788042 -0.01 -0.01 -0.05 -0.7061
C -1.636945 0.044179 -4.814521 -0.04 -0.05 -0.10 -0.6991
Cl -2.122478 -1.551394 -5.249382 0.03 0.05 -0.02 0.6825
C -1.656436 0.428784 -3.488678 0.11 0.24 0.26 -0.5831
Cl -2.086861 -0.652692 -2.227793 -0.22 -0.33 -0.14 0.8158
C -1.298367 1.728392 -3.070538 0.28 -0.31 0.01 -0.4578
O -1.424570 2.109681 -1.833293 0.54 -0.12 1.35 -0.1906
C -0.849937 2.614903 -4.068773 0.00 0.15 0.05 -0.5966
Cl -0.370784 4.191865 -3.582314 -0.03 -0.08 -0.03 0.7432
C -0.828751 2.235046 -5.404946 0.01 0.05 -0.04 -0.6948
Cl -0.301726 3.358513 -6.604266 -0.02 -0.04 0.03 0.6667
F 1.104194 0.633041 4.871698 -0.07 -0.09 0.20 0.1367
C 1.209916 1.610393 3.974625 -0.16 -0.03 -0.09 -0.6875
F 0.353278 2.577684 4.290369 -0.02 0.11 0.04 0.1425
F 2.444646 2.099509 4.027902 0.18 0.03 0.10 0.1375
S 0.847164 0.948668 2.294166 -0.35 0.50 0.56 0.5928
O -0.603559 0.954196 2.181835 0.80 -0.12 0.57 -0.3352
O 1.536876 -0.308737 2.288376 0.07 0.03 -0.16 -0.2661
N 1.570706 2.035431 1.423178 -0.15 -0.19 -0.50 -0.2864
S 0.863628 2.986019 0.367932 0.29 0.61 0.78 0.5539
O -0.552151 3.217158 0.613353 0.48 -0.20 -0.10 -0.3087
O 1.327203 2.767048 -0.967866 0.03 -0.02 0.07 -0.2814
C 1.638818 4.566407 0.874246 -0.10 -0.12 0.10 -0.6930
F 1.111962 5.555668 0.158697 -0.02 0.19 -0.11 0.1413
F 2.950767 4.539855 0.672901 0.18 0.05 -0.02 0.1455
F 1.408065 4.804334 2.165464 0.01 0.08 0.07 0.1355
F 0.047909 -3.594359 4.775201 -0.02 0.00 0.05 0.0846
C -0.215328 -3.760117 3.472184 -0.03 -0.02 0.06 -0.1872
C 0.603814 -3.274225 2.540435 0.12 0.11 -0.17 0.0501
N 0.389303 -3.470281 1.193440 -0.07 0.16 0.07 0.0099
C 1.172507 -2.729251 0.215482 0.08 -0.16 0.11 -0.0362
C 0.532583 -1.421372 -0.190580 -0.75 -0.20 0.41 -0.6749
O 1.133889 -0.666542 -0.953979 -0.10 0.61 -0.39 0.0247
O -0.615444 -1.141902 0.310025 0.69 -0.08 0.83 -0.1513
C -0.757603 -4.091437 0.735935 0.14 -0.05 0.01 -0.4750
O -0.999911 -4.255765 -0.440267 -0.05 0.05 0.04 0.0896
N -1.594036 -4.549851 1.737619 0.00 -0.02 0.02 0.2196
C -1.434228 -4.461835 3.119955 -0.10 -0.03 -0.10 -0.4020
O -2.248293 -4.929975 3.885110 0.00 0.00 0.00 0.0882
H 1.473797 -2.692728 2.812352 -0.01 -0.01 -0.04 0.1373
H 1.314154 -3.343024 -0.668304 0.05 -0.04 -0.06 0.1375
H 2.138088 -2.480290 0.650584 0.05 -0.08 -0.01 0.1372
H -2.446444 -4.982708 1.415320 0.00 -0.05 0.00 0.1652
```
Positions in Å, forces in eV/Å.

---

# 3
A molecular structure, C14H52ClIInN24O13 in a non-equilibrium geometry, computed with ωB97M-V/def2-TZVPD.

As for the electronic energy: -103552.8121 eV. Its charge is -1. The HOMO energy is -0.1637 Ha. The molar mass is 1041.90 g mol⁻¹.

Geometry as XYZ:
```
106
Properties=species:S:1:pos:R:3:forces:R:3:lowdin_charge:R:1
O 1.578941 1.414761 -4.379746 -3.07 1.25 -1.92 -0.0538
C 0.604634 1.684334 -5.094229 2.71 -2.90 1.62 -0.7529
Cl 0.402486 3.497854 -5.435327 -0.38 -1.09 -0.24 0.5855
C -0.347624 0.586621 -5.686378 0.68 0.88 0.54 -0.3112
In -2.526684 1.151809 -5.886604 -0.67 -0.29 -0.72 0.0534
I -3.759149 1.668735 -3.359205 0.38 0.14 -0.33 0.0350
H 0.062750 0.272501 -6.692261 -0.51 0.59 0.95 0.0495
H -0.299514 -0.309855 -4.993166 0.33 1.21 -0.72 0.0514
H -3.367047 -0.337118 -6.495259 0.38 0.47 0.27 -0.1232
H -2.827802 2.552577 -6.960252 0.19 -0.30 0.45 -0.1249
C -0.134338 5.168263 -1.374914 -0.22 0.15 0.19 -0.6975
O -1.350932 5.045871 -1.418091 0.02 0.04 0.08 0.0039
N 0.487430 5.989234 -0.492126 0.03 0.34 0.05 0.1510
N 0.703455 4.493520 -2.207057 0.00 -0.46 -0.54 0.1500
H 1.487265 6.104308 -0.441080 -0.13 0.04 0.04 0.0420
H -0.096874 6.505207 0.142198 0.20 -0.22 0.06 0.0692
H 0.290603 3.868600 -2.884550 0.11 0.16 0.16 0.0427
H 1.701816 4.584795 -2.180585 -0.08 -0.02 0.09 0.0848
C -4.368765 -2.414202 -2.250520 -0.06 -0.16 -0.09 -0.7028
O -5.172311 -2.052277 -3.099441 -0.03 -0.03 0.09 -0.0095
N -4.307290 -3.687491 -1.785279 -0.25 -0.09 -0.24 0.1443
N -3.456439 -1.575877 -1.684286 0.27 0.75 0.13 0.1340
H -3.650929 -3.993018 -1.088081 -0.03 -0.19 0.00 0.0373
H -4.957803 -4.350286 -2.168183 0.15 0.03 0.19 0.0753
H -3.444936 -0.607068 -1.981023 -0.04 -0.22 -0.07 -0.0657
H -2.798067 -1.871936 -0.987356 -0.08 -0.14 -0.08 0.0772
C -0.073485 7.235536 -7.177935 -0.31 -0.57 -0.05 -0.6983
O -0.884245 6.553184 -7.777311 0.15 0.25 -0.02 0.0361
N 0.680197 6.755784 -6.154730 0.26 -0.36 0.30 0.1489
N 0.149245 8.545404 -7.483293 0.01 0.77 -0.37 0.1320
H 1.351658 7.305819 -5.652578 -0.11 -0.01 -0.01 0.0865
H 0.547955 5.789964 -5.893427 0.00 0.28 -0.04 -0.0062
H -0.389839 8.938068 -8.235801 0.07 -0.08 0.13 0.0979
H 0.811257 9.126070 -7.003426 -0.06 -0.07 0.00 0.0821
C -0.999472 -4.642762 0.092046 0.42 0.17 -0.03 -0.6575
O -2.210009 -4.856371 0.048749 -0.10 -0.14 0.22 -0.0187
N -0.449036 -3.724705 0.917915 -0.25 0.43 0.47 0.1759
N -0.109041 -5.302508 -0.680743 -0.04 -0.62 -0.52 0.1730
H 0.537948 -3.535142 0.966639 0.03 -0.08 -0.08 0.0672
H -1.075774 -3.207010 1.510863 0.15 -0.04 -0.05 0.1052
H -0.469820 -5.998686 -1.311095 -0.03 0.19 0.06 0.1100
H 0.880779 -5.127536 -0.649972 0.06 0.08 0.18 0.0612
C -1.001851 6.134771 3.170920 -0.18 0.05 -0.75 -0.6893
O -0.053936 6.171236 2.405040 0.05 0.04 0.44 0.0329
N -0.856741 6.231445 4.523473 0.41 -0.16 0.86 0.1414
N -2.280633 5.994196 2.742567 -0.27 0.03 -0.29 0.1705
H -1.622565 6.203630 5.171258 0.01 0.01 -0.07 0.0967
H 0.078817 6.338720 4.876812 -0.16 0.25 -0.16 0.0831
H -2.426124 5.917855 1.747080 0.01 -0.10 0.07 0.1176
H -3.074792 5.961265 3.354553 0.06 -0.02 -0.04 0.0968
C 3.166756 -5.294092 1.333316 0.03 -0.07 0.17 -0.6684
O 2.559322 -4.688934 0.460417 -0.06 0.10 -0.16 0.0065
N 4.196812 -6.132285 1.060623 0.29 -0.25 -0.38 0.1637
N 2.858576 -5.174443 2.649027 -0.40 0.30 0.38 0.1680
H 4.709078 -6.637182 1.761901 0.08 0.07 -0.06 0.0874
H 4.452892 -6.244481 0.094383 -0.01 0.01 0.16 0.1075
H 2.096664 -4.556767 2.889336 0.08 0.04 0.00 0.0846
H 3.342253 -5.660128 3.381392 0.01 -0.02 -0.12 0.0954
C -4.961304 -6.961219 0.114222 0.34 -0.04 -0.10 -0.6879
O -4.988195 -6.116961 -0.769924 -0.34 -0.24 0.15 0.0204
N -3.913119 -7.097435 0.965888 0.59 0.10 0.20 0.1653
N -5.982965 -7.832152 0.320105 -0.38 -0.37 -0.42 0.1437
H -3.875671 -7.783277 1.696802 -0.17 0.03 -0.07 0.0917
H -3.132801 -6.462841 0.844917 -0.14 0.13 -0.13 0.0659
H -6.777874 -7.758684 -0.291775 0.10 -0.06 0.12 0.1076
H -5.986693 -8.529790 1.040457 -0.13 0.23 0.11 0.0894
C 1.925558 -1.399465 3.846248 -0.14 0.19 -0.27 -0.6865
O 1.147900 -2.194146 3.337090 0.03 -0.33 0.03 0.0084
N 2.723539 -1.721148 4.897790 0.27 -0.44 0.45 0.1526
N 2.055702 -0.126109 3.400943 -0.07 0.44 -0.28 0.1649
H 3.366414 -1.080760 5.327047 -0.08 0.03 -0.06 0.0969
H 2.654435 -2.657958 5.256275 0.00 0.17 -0.04 0.0984
H 1.480905 0.147894 2.621260 0.09 -0.10 0.07 0.1121
H 2.687459 0.546135 3.803019 -0.02 -0.01 0.09 0.0791
C 3.833268 7.841486 -0.966741 -0.15 -0.20 0.03 -0.6724
O 3.209511 7.001825 -0.337938 0.26 0.09 -0.01 0.0208
N 4.156508 9.053426 -0.445876 0.04 0.44 0.48 0.1507
N 4.257336 7.636285 -2.240523 0.06 -0.33 -0.48 0.1560
H 4.667834 9.757493 -0.944709 -0.04 -0.08 0.00 0.0923
H 3.858251 9.241437 0.496387 0.02 -0.03 -0.15 0.1078
H 4.035989 6.748802 -2.660439 0.03 0.14 0.04 0.1078
H 4.770742 8.312867 -2.774184 -0.04 -0.04 0.06 0.0932
C -8.266761 -6.182006 2.399280 0.39 -0.05 -0.29 -0.6932
O -7.776153 -7.282693 2.608147 -0.25 -0.04 0.26 -0.0003
N -9.337579 -5.713893 3.096225 -0.56 -0.05 0.52 0.1400
N -7.786533 -5.333743 1.456301 0.26 -0.02 -0.27 0.1739
H -9.755053 -4.815004 2.941042 0.07 -0.05 -0.03 0.0910
H -9.721827 -6.315258 3.804674 0.07 0.10 -0.12 0.0989
H -6.992104 -5.644076 0.918045 -0.05 0.16 0.00 0.0774
H -8.174854 -4.427399 1.270401 0.05 -0.05 0.01 0.1023
C 8.108224 -6.012488 1.224950 -0.13 -0.11 0.15 -0.7017
O 7.540465 -6.848436 1.912034 -0.08 0.02 -0.04 0.0058
N 8.310014 -4.736646 1.642524 0.01 0.41 0.41 0.1517
N 8.585795 -6.288115 -0.016293 0.12 -0.37 -0.48 0.1489
H 8.772858 -4.035658 1.093942 -0.06 -0.06 0.01 0.0955
H 7.969244 -4.494392 2.557401 0.04 -0.02 -0.16 0.1064
H 8.454703 -7.224216 -0.360496 0.03 0.15 0.05 0.1059
H 9.054084 -5.616880 -0.596573 -0.06 -0.02 0.05 0.0949
C 2.277059 3.513386 5.191435 -0.06 -0.25 -0.46 -0.6905
O 3.254222 2.781802 5.276682 0.05 -0.13 0.09 0.0038
N 1.439944 3.492537 4.127658 -0.11 -0.26 -0.21 0.1796
N 1.948998 4.409926 6.158688 0.15 0.38 0.70 0.1513
H 0.632961 4.083797 4.036868 0.07 0.04 -0.12 0.0714
H 1.652368 2.841615 3.391396 -0.08 0.22 0.02 0.1009
H 2.548281 4.454298 6.965212 -0.09 0.01 -0.13 0.1044
H 1.153220 5.018106 6.108955 0.05 -0.18 -0.01 0.0688
```
Positions in Å, forces in eV/Å.